1:
Computed, not measured: a 2-piece molecular cluster, C3HN2O2 overall, with wB97M-V/def2-TZVPD.

Last column: Mulliken charge in e.
Geometry (Å):
O  -3.639  0.933  0.039  -0.233
O  0.553  -1.145  0.067  -0.024
N  2.614  0.099  0.054  0.011
N  -1.329  0.701  0.126  -0.550
C  -2.539  0.711  -0.011  0.599
C  -0.640  -1.412  0.017  0.288
C  1.588  -0.478  0.035  0.560
H  3.393  0.591  -0.326  0.350

net charge	+1
HOMO-LUMO gap (alpha / beta)	7.2 / 6.7	eV


2:
Computed, not measured: an isolated ion of composition C3HN2O2 and charge +1, with wB97M-V/def2-TZVPD.

Last column: Mulliken charge in e.
Geometry (Å):
O  -1.286  2.379  0.044  -0.140
O  0.135  -2.040  0.106  -0.288
N  -0.826  0.026  -0.034  -0.174
N  1.485  -0.134  -0.113  -0.068
C  0.417  -0.902  -0.020  0.495
C  -1.093  1.235  0.026  0.736
C  2.692  0.107  0.012  0.160
H  -1.524  -0.671  -0.022  0.279

net charge	+1
HOMO-LUMO gap	11.3	eV


Most stable = 2


1:
Computed, not measured: one molecule with the formula C4H6N4, with wB97M-V/def2-TZVPD.

Last column: Mulliken charge in e.
Geometry (Å):
N  0.065  -0.384  2.261  0.255
N  -0.503  -0.099  -0.867  -0.032
N  -1.262  0.961  1.271  -0.424
N  -0.735  0.560  2.450  -0.446
C  -0.544  0.221  0.349  0.261
C  0.575  -0.285  0.988  -0.203
C  0.366  -1.108  -0.410  -0.207
C  -0.058  0.944  -1.700  -0.894
H  -0.361  -2.141  -0.330  0.248
H  -0.834  1.521  -2.181  0.287
H  0.406  0.524  -2.665  0.304
H  0.628  -0.740  2.947  0.216
H  0.853  1.357  -1.154  0.362
H  1.403  -1.331  -0.959  0.273

net charge	0
HOMO-LUMO gap	10.0	eV


2:
Computed, not measured: one molecule with the formula C4H6N4, with wB97M-V/def2-TZVPD.

Last column: Mulliken charge in e.
Geometry (Å):
N  2.213  -0.777  -0.334  -0.566
N  -0.021  -0.894  0.407  -0.333
N  -2.455  -0.645  -0.052  -0.658
N  -0.254  0.415  -0.011  0.049
C  0.854  1.306  0.211  -0.373
C  1.120  -1.507  0.027  0.059
C  -1.722  0.490  -0.170  -0.160
C  2.088  0.694  -0.087  -0.123
H  0.593  2.311  0.238  0.399
H  -3.537  -0.210  -0.338  0.298
H  -2.323  1.551  -0.301  0.254
H  -0.936  -1.258  0.219  0.482
H  1.112  -2.558  0.028  0.400
H  3.270  1.081  0.163  0.271

net charge	0
SMILES string	[H]/N=C/N1C=CN=CN1
HOMO-LUMO gap	8.1	eV


3:
Computed, not measured: a 2-piece molecular cluster, C4H6N4 overall, with wB97M-V/def2-TZVPD.

Last column: Mulliken charge in e.
Geometry (Å):
N  1.425  -1.249  -0.048  -0.526
N  -1.873  0.239  0.029  0.109
N  -3.119  0.091  0.125  -0.689
N  2.323  0.838  0.026  -0.282
C  0.405  -0.254  -0.185  0.477
C  -1.046  -0.842  -0.156  -0.406
C  1.012  0.989  -0.205  -0.395
C  2.535  -0.602  0.141  -0.197
H  0.504  1.904  -0.437  0.420
H  3.533  -1.088  0.107  0.335
H  -1.211  -2.063  -0.426  0.283
H  -3.987  1.251  -0.323  0.269
H  -3.713  -0.696  0.681  0.254
H  3.212  1.480  0.669  0.348

net charge	0
HOMO-LUMO gap	7.2	eV


Most stable = 2


1:
Computed, not measured: one molecule with the formula C4H6N4, with wB97M-V/def2-TZVPD.

Last column: Mulliken charge in e.
Geometry (Å):
N  -0.380  0.427  -0.419  0.489
N  2.062  1.171  -0.352  -0.624
N  -0.745  1.504  -1.160  -1.029
N  1.494  -0.912  0.292  -0.544
C  0.616  -1.803  0.718  0.079
C  -1.281  -0.414  0.156  0.247
C  -0.799  -1.604  0.766  -0.731
C  1.099  0.299  -0.190  0.435
H  -1.336  2.107  -0.601  0.249
H  1.824  2.108  -0.693  0.178
H  1.140  -2.691  1.158  0.368
H  0.184  2.087  -1.196  0.235
H  -1.517  -2.195  1.321  0.346
H  -2.361  -0.085  0.201  0.303

net charge	0
SMILES string	[H]/N=c1/ncccn1N
HOMO-LUMO gap	8.3	eV


2:
Computed, not measured: one molecule with the formula C4H6N4, with wB97M-V/def2-TZVPD.

Last column: Mulliken charge in e.
Geometry (Å):
N  2.646  -0.656  0.066  -0.403
N  2.134  0.642  0.257  0.012
N  1.732  -1.465  -0.458  -0.332
N  -0.813  -0.391  -0.665  -0.293
C  0.827  0.648  -0.179  0.155
C  0.600  -0.642  -0.568  0.275
C  -1.783  -0.782  0.415  -0.789
C  -0.490  1.107  -0.435  -0.392
H  -2.750  -0.284  0.217  0.316
H  2.803  1.477  0.374  0.301
H  -1.991  -1.890  0.343  0.298
H  -0.965  1.393  0.514  0.335
H  -0.692  1.515  -1.402  0.252
H  -1.256  -0.674  1.521  0.265

net charge	0
SMILES string	CN1Cc2[nH]nnc21
HOMO-LUMO gap	9.0	eV


Most stable = 1